Record 1
Computed, not measured: C18H45BCdF4KN3O8S2 as an isolated structure at a distorted geometry, with ωB97M-V with the def2-TZVPD basis set.

LUMO level: 3.02 eV
gap between HOMO and LUMO: 2.2 eV
HOMO level: 0.8 eV
net charge: -2
2S+1: 1

```
83
C18H45BCdF4KN3O8S2 ωB97M-V with the def2-TZVPD basis set
K -0.53512 -0.53774 -1.48610
Cd 1.58458 1.89338 1.04292
S 2.29590 1.02181 -1.29552
O 3.03915 1.04931 -0.06955
O 2.76937 1.91214 -2.31593
O 2.12719 -0.32464 -1.83148
O 1.05566 1.48298 -0.76994
S 2.59357 4.64654 -0.24728
O 1.90306 4.64657 -1.55674
O 2.72654 6.02240 0.16683
O 1.98132 3.79813 0.76203
O 3.83605 4.04525 -0.74337
B -0.49869 0.79718 1.85280
F -0.92483 0.70979 3.11096
F 0.65708 0.09506 1.62520
F -1.45983 0.27713 1.04489
F -0.22275 2.09528 1.58652
C 2.97048 -0.63376 3.07001
C 2.32592 0.50874 3.78451
N 2.30621 1.80774 3.08260
C 3.73760 2.11805 2.96002
C 4.66162 2.09838 4.30163
C 1.64237 2.78822 4.01914
C 1.45077 4.23310 3.64209
H 2.64747 -1.60775 3.43760
H 4.04279 -0.60055 3.26282
H 2.92577 -0.59736 1.98154
H 1.25804 0.32496 3.90263
H 2.62665 0.43438 4.82956
H 4.04753 1.37704 2.22317
H 3.80758 3.12683 2.55315
H 4.36007 2.99735 4.83925
H 4.61882 1.25622 4.99231
H 5.73801 2.26807 4.27527
H 2.21959 2.70849 4.94033
H 0.65174 2.48698 4.35972
H 2.37053 4.52846 3.13722
H 1.14954 4.86608 4.47677
H 0.71202 4.38970 2.85607
C -3.86057 -0.75264 -0.50692
C -4.05275 -0.38383 -1.99416
N -3.01665 0.48606 -2.54113
C -3.17599 1.82224 -1.91170
C -4.33171 2.74884 -2.34879
C -3.26615 0.44209 -4.04226
C -2.62691 -0.70873 -4.77383
H -2.85728 -1.15220 -0.35904
H -4.66021 -1.44277 -0.23786
H -4.05323 0.17361 0.03441
H -3.98820 -1.36628 -2.46184
H -5.03357 0.06733 -2.14438
H -3.23914 1.85700 -0.82409
H -2.28588 2.41485 -2.12292
H -4.46309 3.76891 -1.98784
H -4.12496 2.76833 -3.41883
H -5.28166 2.21470 -2.36850
H -3.02366 1.34070 -4.60954
H -4.31047 0.36891 -4.34581
H -1.57970 -0.41920 -4.86120
H -2.81349 -0.65887 -5.84659
H -2.75956 -1.71800 -4.38411
C -0.05506 -3.52977 -3.69579
C 0.68309 -3.69143 -2.32754
N -0.22808 -3.42020 -1.19159
C 0.51932 -3.35480 0.04437
C -0.12558 -2.96140 1.36273
C -1.46097 -4.18033 -1.04362
C -1.27767 -5.68224 -0.75987
H -0.62191 -2.60966 -3.83788
H -0.63050 -4.40672 -3.99234
H 0.71345 -3.39878 -4.45759
H 1.30781 -4.57926 -2.22966
H 1.32568 -2.81140 -2.35435
H 0.93813 -4.35392 0.16465
H 1.33928 -2.65635 -0.12285
H -0.60967 -1.98544 1.32727
H -0.85016 -3.76193 1.51183
H 0.63995 -2.95680 2.13865
H -2.10367 -4.04320 -1.91323
H -2.15736 -3.73533 -0.33292
H -0.70589 -6.19251 -1.53498
H -2.25716 -6.15409 -0.68213
H -0.77751 -5.91545 0.18010
```

=====

Record 2
Computed, not measured: a 9-piece molecular cluster, C18H45BCl4F4N2O10 overall at a distorted geometry, with ωB97M-V with the def2-TZVPD basis set.

LUMO level: -1.11 eV
ΔE to the lowest compared entry with this formula, charge and spin: 1.263 eV
gap between HOMO and LUMO: 7.8 eV
HOMO level: -8.9 eV
2S+1: 1

```
84
C18H45BCl4F4N2O10 ωB97M-V with the def2-TZVPD basis set
C 2.00707 0.73847 -4.03529
C 2.90254 1.27993 -2.94931
N 4.02295 0.36243 -2.73441
C 4.07473 -0.56864 -1.72084
C 5.23099 -1.30137 -1.87484
N 5.90097 -0.87582 -3.00448
C 5.16518 0.17370 -3.50158
C 7.13239 -1.41679 -3.44109
H 1.64557 -0.24188 -3.72491
H 2.44099 0.56706 -5.02040
H 1.08575 1.29153 -4.21807
H 2.31137 1.40906 -2.04270
H 3.34827 2.25274 -3.15683
H 3.24236 -0.66110 -1.03892
H 5.67662 -2.06615 -1.25604
H 5.42069 0.72410 -4.39498
H 7.03008 -1.56044 -4.51673
H 7.34137 -2.33695 -2.89544
H 7.91623 -0.66270 -3.36991
B -0.57189 0.57420 -0.32107
F -0.52632 0.88284 0.97911
F 0.68794 0.19355 -0.70569
F -1.42032 -0.45409 -0.52025
F -0.95857 1.66818 -1.08806
C -3.24400 -0.23156 -3.74141
C -4.08618 -0.86522 -2.58764
O -3.82264 -0.21919 -1.35932
O -1.86001 -0.36236 -3.54024
H -3.49112 0.81702 -3.90731
H -3.50889 -0.79048 -4.63893
H -3.79748 -1.90775 -2.45391
H -5.13621 -0.81877 -2.87640
H -2.86985 -0.26665 -1.25189
H -1.54983 0.14158 -2.78432
C -3.22119 -0.72444 2.70464
C -4.56704 0.02367 2.37982
O -5.28131 -0.44396 1.25951
O -3.49509 -1.92289 3.38224
H -2.63816 -0.11682 3.39673
H -2.56640 -0.88233 1.84765
H -4.35477 1.08222 2.22978
H -5.16732 -0.05801 3.28596
H -4.68837 -0.31944 0.51485
H -4.11043 -2.36954 2.79618
C -1.98288 3.10981 4.45979
C -0.78630 2.71754 3.58991
O 0.49746 3.35759 3.86782
O -1.58183 2.84977 5.77339
H -2.80041 2.42146 4.24546
H -2.27062 4.14488 4.27561
H -1.01999 2.89621 2.54035
H -0.56353 1.65275 3.65853
H 0.45549 3.43373 4.82388
H -1.82550 1.93519 5.93388
C 2.85950 1.93195 1.40333
C 2.54071 0.53167 2.02258
O 1.48283 0.43387 2.87623
O 2.96346 2.89003 2.41400
H 2.06132 2.17494 0.70193
H 3.79780 1.91202 0.84897
H 3.43701 0.33702 2.61154
H 2.43519 -0.19257 1.21484
H 0.68633 0.53409 2.34980
H 2.16690 2.94822 2.94663
C -0.32075 -3.76817 2.59517
C -0.51228 -2.59176 1.59523
O 0.63211 -2.38252 0.78040
O -0.60481 -5.04643 2.04345
H -0.96471 -3.53992 3.44448
H 0.72307 -3.76756 2.90907
H -0.71311 -1.67852 2.15537
H -1.36998 -2.70089 0.93149
H 0.56099 -1.52949 0.34581
H 0.25064 -5.39807 1.78623
C -3.67469 3.48135 -0.57477
Cl -2.85331 3.79563 0.93700
Cl -5.32413 3.99294 -0.46776
H -3.13074 4.09504 -1.29283
H -3.68324 2.43234 -0.87076
C 0.12782 -3.27883 -2.62292
Cl -0.93732 -4.69096 -2.67066
Cl 1.81583 -3.67523 -2.42250
H -0.05093 -2.74024 -3.55354
H -0.17428 -2.76589 -1.70983
```

=====

Record 3
Computed, not measured: C18H45BF4N3Na3O10P as an isolated structure at a distorted geometry, with ωB97M-V with the def2-TZVPD basis set.

LUMO level (alpha / beta): -0.13 / -1.43 eV
gap between HOMO and LUMO (alpha / beta): 8.5 / 7.0 eV
⟨S²⟩: 0.76
HOMO level (alpha / beta): -8.6 / -8.4 eV
2S+1: 2

```
85
C18H45BF4N3Na3O10P ωB97M-V with the def2-TZVPD basis set
Na 3.38455 -1.15727 2.41663
Na 1.61933 2.15558 1.02189
Na -0.25024 0.37345 3.78044
B 0.56253 -0.77075 0.95679
F -0.02235 0.37575 1.24767
F 1.88026 -0.53869 0.74962
F 0.53985 -1.63635 2.01000
F -0.04237 -1.19710 -0.14160
P 2.49120 1.20125 3.63168
O 3.38911 1.63533 4.79484
O 1.29922 2.19318 3.46661
O 2.01661 -0.19041 3.96622
O 3.31942 1.21390 2.28900
C 3.12871 -6.88225 -1.81585
O 3.43724 -5.58870 -1.22236
C 2.41191 -4.64649 -1.04658
C 2.91404 -3.33422 -0.28772
N 3.71793 -3.64119 0.94799
C 2.82731 -4.25356 1.92680
C 3.63261 -4.54840 3.17684
O 3.53484 -3.37819 3.98162
C 4.20625 -3.30221 5.29907
H 3.96682 -7.53646 -1.57567
H 3.16503 -6.81854 -2.90338
H 2.19950 -7.36514 -1.51341
H 1.60118 -5.11623 -0.48967
H 1.93486 -4.31818 -1.97002
H 1.93091 -2.88736 -0.13984
H 3.48277 -2.68886 -0.95716
H 4.43945 -4.25004 0.58908
H 2.35427 -5.09459 1.41984
H 2.13983 -3.47984 2.26863
H 4.69174 -4.64978 2.94006
H 3.37309 -5.45562 3.72246
H 5.24559 -3.01662 5.13684
H 3.92760 -4.22224 5.81290
H 3.69600 -2.45965 5.76579
C 1.13205 8.94662 -2.27568
O 0.38845 7.65090 -2.23539
C 0.73966 6.94642 -1.11267
C 0.33400 5.51746 -1.51890
N 0.13090 4.60134 -0.39838
C -0.66066 3.41938 -0.69377
C -0.02926 2.53344 -1.78221
O 1.28389 1.85937 -1.43196
C 2.03120 1.23144 -2.40607
H 2.19897 8.86932 -2.06637
H 0.68018 9.62111 -1.54838
H 1.04896 9.25143 -3.31889
H 0.07857 7.27041 -0.30886
H 1.76691 7.04321 -0.76127
H 1.17953 5.21369 -2.13607
H -0.55778 5.65049 -2.13138
H -0.29775 5.13921 0.34125
H -1.61653 3.77274 -1.08050
H -0.85504 2.79849 0.18076
H 0.19943 3.09368 -2.68881
H -0.85179 1.84242 -1.96666
H 1.74313 1.42922 -3.43854
H 1.69255 0.19729 -2.46891
H 3.09888 1.04672 -2.28760
C -7.40573 0.17570 -0.22946
O -7.23747 -1.23869 -0.34036
C -6.30571 -1.82591 0.60197
C -4.87091 -1.61957 0.32130
N -4.37884 -0.18414 0.42438
C -2.98252 -0.09126 -0.01843
C -2.75905 -0.10485 -1.52508
O -3.67424 0.72177 -2.17671
C -3.59244 0.51759 -3.54679
H -6.57515 0.67024 -0.73310
H -7.46160 0.52568 0.80131
H -8.34538 0.39093 -0.73820
H -6.64533 -2.85481 0.48310
H -6.60093 -1.44726 1.58052
H -4.84880 -2.05148 -0.67923
H -4.21489 -2.29202 0.87406
H -4.78246 0.52745 -0.16793
H -2.24744 -0.70348 0.50402
H -2.66941 0.91550 0.25819
H -2.89966 -1.15712 -1.77218
H -1.71587 0.03204 -1.80992
H -2.78954 1.05937 -4.04672
H -4.53352 0.89122 -3.95037
H -3.46812 -0.52619 -3.83520
```

=====

So what do the calculations give for energy? Going down the list: -3467.4806; -3839.9505; -2882.3454 a.u..